[1]
ORCA calculation (wB97M-V/def2-TZVPD) on the molecule C2H5NO2.

Structure (XYZ):
```
10
C2H5NO2 wB97M-V/def2-TZVPD
N -1.123 0.268 1.051
C 0.109 0.541 0.463
O 0.956 1.137 1.102
C 0.663 -0.089 -0.832
O -0.078 -1.093 -1.467
H -1.078 0.496 2.037
H -2.042 0.403 0.648
H 0.893 0.700 -1.558
H 1.643 -0.468 -0.494
H 0.057 -1.895 -0.948
```

- net charge = 0
- molar mass (g/mol) = 75.067
- ΔE to the lowest compared entry with this formula, charge and spin (kJ/mol) = 82.0
- 2S+1 = 1
- structure (SMILES) = NC(=O)CO
- frontier orbital gap (eV) = 10.559
- HOMO level (eV) = -9.8233

In the Löwdin picture, each atom carries the following charge in e: 0.14, -0.49, 0.04, -0.19, -0.05, 0.10, 0.10, 0.13, 0.13, 0.09

[2]
ORCA calculation (wB97M-V/def2-TZVPD) on C2H5NO2 as an isolated structure in a non-equilibrium geometry.

Structure (XYZ):
```
10
C2H5NO2 wB97M-V/def2-TZVPD
C -0.376 0.909 0.537
C -0.310 -0.292 -0.434
N 0.637 -1.090 0.233
O 1.170 -0.056 1.010
O 0.050 0.089 -1.700
H -0.262 1.953 0.184
H -0.691 0.772 1.576
H -1.364 -0.778 -0.597
H 0.125 -1.708 0.803
H 1.022 0.200 -1.612
```

- net charge = 0
- molar mass (g/mol) = 75.067
- ΔE to the lowest compared entry with this formula, charge and spin (kJ/mol) = 510.3
- 2S+1 = 1
- frontier orbital gap (spin up / spin down) (eV) = 9.183 / 9.182
- HOMO level (spin up / spin down) (eV) = -9.0159 / -9.0146

In the Löwdin picture, each atom carries the following charge in e: 0.17, -0.52, -0.06, -0.16, -0.01, 0.11, 0.10, 0.17, 0.09, 0.12

[3]
ORCA calculation (wB97M-V/def2-TZVPD) on the molecule C2H5NO2 in a non-equilibrium geometry.

Structure (XYZ):
```
10
C2H5NO2 wB97M-V/def2-TZVPD
C -1.302 0.354 0.019
C 0.146 0.550 -0.089
H -0.567 -1.337 0.081
H -1.828 0.998 -0.671
H -1.571 0.681 1.162
H 0.591 1.577 -0.215
H 2.806 -0.998 -0.322
N 0.943 -0.472 0.059
O -1.481 -1.096 -0.064
O 2.264 -0.255 0.040
```

- net charge = 0
- molar mass (g/mol) = 75.067
- ΔE to the lowest compared entry with this formula, charge and spin (kJ/mol) = 343.7
- 2S+1 = 1
- structure (SMILES) = OC/C=N/O
- frontier orbital gap (eV) = 10.787
- HOMO level (eV) = -9.9522

In the Löwdin picture, each atom carries the following charge in e: -0.22, -0.13, 0.01, 0.11, 0.17, 0.14, 0.13, -0.07, -0.09, -0.05

[4]
ORCA calculation (wB97M-V/def2-TZVPD) on the molecule C2H5NO2 in a non-equilibrium geometry.

Structure (XYZ):
```
10
C2H5NO2 wB97M-V/def2-TZVPD
O -0.917 -0.914 -0.537
C 0.157 -0.473 -0.249
O 1.322 -1.061 -0.572
C 0.383 0.844 0.453
N -0.912 1.433 0.871
H 1.118 -1.851 -1.094
H 0.844 1.535 -0.259
H 1.019 0.775 1.333
H -0.891 2.427 0.728
H -1.703 0.968 0.451
```

- net charge = 0
- molar mass (g/mol) = 75.067
- ΔE to the lowest compared entry with this formula, charge and spin (kJ/mol) = 33.9
- 2S+1 = 1
- structure (SMILES) = NCC(=O)O
- frontier orbital gap (eV) = 10.118
- HOMO level (eV) = -9.3751

In the Löwdin picture, each atom carries the following charge in e: 0.11, -0.53, 0.11, -0.17, 0.00, 0.13, 0.12, 0.12, 0.06, 0.06